No. 1
The following is a DFT calculation (ωB97M-V with the def2-TZVPD basis set) of C5H6N2O as an isolated structure.

Output
- HOMO (eV) = -9.41
- Kohn-Sham gap (eV) = 10.2845
- ΔE to the lowest compared entry with this formula, charge and spin (kcal per mole) = 170.3

Geometry as ORCA input:
```
! wB97M-V def2-TZVPD RIJCOSX def2/J DEFGRID3
* xyz 0 1
C -0.124 0.533 0.095
C 1.515 0.832 -1.410
C 2.005 -0.429 -1.413
C -1.574 0.862 0.625
C -2.660 1.001 1.306
H -1.396 -1.017 1.439
H -0.120 -2.070 1.658
H 1.631 1.530 -2.226
H 1.745 -0.999 -0.204
H 2.654 -0.654 -2.273
H -3.643 1.118 1.702
N -0.723 -1.644 0.850
N 0.136 -0.665 0.293
O 0.554 1.601 -0.443
*
```

Löwdin atomic charge list, values in e, 6 entries: -0.412 -0.129 -0.015 0.001 0.116 0.065


No. 2
The following is a DFT calculation (ωB97M-V with the def2-TZVPD basis set) of an isolated ion of composition C6H11N2 and charge +1.

Output
- HOMO (eV) = -15.06
- Kohn-Sham gap (eV) = 9.2766
- SMILES string = CC[N+]1=N[C@@]12C[C@@H]2C
- ΔE to the lowest compared entry with this formula, charge and spin (kcal per mole) = 164.5

Geometry as ORCA input:
```
! wB97M-V def2-TZVPD RIJCOSX def2/J DEFGRID3
* xyz 1 1
C 3.162 0.381 -1.010
C 1.941 -0.406 -0.377
N 0.657 0.132 -0.432
N -0.035 0.896 -1.089
C -0.720 0.017 -0.240
C -1.579 -1.093 -0.409
C -1.732 -0.215 0.814
C -2.620 0.912 1.447
H 3.921 -0.249 -1.118
H 2.874 0.697 -1.915
H 3.344 1.267 -0.372
H 1.928 -1.312 -0.964
H 2.103 -0.366 0.764
H -1.146 -2.159 -0.240
H -2.367 -1.019 -1.151
H -1.161 -0.848 1.652
H -3.434 0.324 2.000
H -3.042 1.415 0.591
H -2.097 1.626 2.050
*
```

Löwdin atomic charge list, values in e, 6 entries: 0.006 -0.107 0.036 0.423 -0.386 -0.023


No. 3
The following is a DFT calculation (ωB97M-V with the def2-TZVPD basis set) of C13H19Cl2O5Pt as an isolated structure.

Output
- HOMO (spin up / spin down) (eV) = -5.20 / -5.82
- Kohn-Sham gap (spin up / spin down) (eV) = 7.9505 / 8.0935
- <S²> = 2.01
- ΔE to the lowest compared entry with this formula, charge and spin (kcal per mole) = 0.0

Geometry as ORCA input:
```
! wB97M-V def2-TZVPD RIJCOSX def2/J DEFGRID3
* xyz -1 3
Pt -0.023 0.125 0.365
O -3.499 -1.994 0.668
C -2.510 -1.445 0.214
O -1.427 -1.245 0.911
C -2.498 -1.117 -1.286
C -1.215 -1.598 -1.972
C -1.417 -1.663 -3.494
C -1.323 -0.162 -3.890
C -1.194 0.496 -2.517
O -0.339 -0.454 -1.835
C -2.520 0.383 -1.744
C -2.627 1.463 -0.675
O -3.544 2.272 -0.768
O -1.699 1.515 0.221
H -3.368 -1.637 -1.675
H -0.747 -2.470 -1.524
H -0.637 -2.254 -3.971
H -2.383 -2.103 -3.738
H -0.431 0.032 -4.484
H -2.194 0.198 -4.436
H -0.729 1.476 -2.496
H -3.360 0.555 -2.411
C 2.706 -0.337 2.448
C 1.281 -0.520 2.965
C 1.237 -0.324 4.484
C 0.274 0.438 2.336
H 3.414 -0.907 3.058
H 2.995 0.718 2.479
H 2.805 -0.663 1.412
H 0.956 -1.544 2.751
H 1.440 0.722 4.738
H 1.987 -0.945 4.980
H 0.254 -0.582 4.886
H 0.574 1.476 2.486
H -0.714 0.277 2.771
Cl 1.688 1.514 -0.225
C 4.754 2.559 -0.462
Cl 5.108 3.050 1.130
H 4.084 3.190 -1.025
H 4.840 1.506 -0.675
*
```

Löwdin atomic charge list, values in e, 6 entries: 1.039 0.051 -0.589 -0.191 -0.109 -0.250


No. 4
The following is a DFT calculation (ωB97M-V with the def2-TZVPD basis set) of a 2-piece molecular cluster, C5H13O2 overall.

Output
- HOMO (spin up / spin down) (eV) = -9.90 / -9.45
- Kohn-Sham gap (spin up / spin down) (eV) = 10.6112 / 8.0252
- <S²> = 0.76
- ΔE to the lowest compared entry with this formula, charge and spin (kcal per mole) = 53.0

Geometry as ORCA input:
```
! wB97M-V def2-TZVPD RIJCOSX def2/J DEFGRID3
* xyz 0 2
C 0.725 2.115 0.056
O 0.542 2.897 -0.939
C 0.408 0.514 -0.195
C -0.607 -0.017 0.959
C -1.855 -0.541 0.176
C -2.851 0.545 -0.259
H 1.840 2.264 0.405
H 0.039 2.474 0.950
H 1.427 0.160 -0.052
H 0.248 0.230 -1.176
H -0.943 0.882 1.507
H -0.422 -0.697 1.771
H -2.436 -1.230 0.764
H -1.511 -1.260 -0.593
H -3.943 0.414 -0.075
H -2.747 0.733 -1.310
H -2.510 1.497 0.232
H 4.985 -2.936 -0.474
H 5.169 -4.220 -1.172
O 4.443 -3.826 -0.579
*
```

Löwdin atomic charge list, values in e, 6 entries: -0.368 0.025 -0.112 -0.172 -0.283 -0.105


No. 5
The following is a DFT calculation (ωB97M-V with the def2-TZVPD basis set) of BClCr2H4 as an isolated structure.

Output
- HOMO (spin up / spin down) (eV) = -17.90 / -18.56
- Kohn-Sham gap (spin up / spin down) (eV) = 4.2334 / 7.3308
- <S²> = 20.14

Geometry as ORCA input:
```
! wB97M-V def2-TZVPD RIJCOSX def2/J DEFGRID3
* xyz 2 9
Cr 0.202 3.296 -2.810
Cr 1.510 -0.573 -0.010
Cl 1.112 1.585 -1.123
B -0.569 -0.865 0.761
H -1.419 -0.668 1.395
H 0.222 -0.448 1.363
H -0.378 -1.920 0.633
H -0.680 -0.407 -0.210
*
```

Löwdin atomic charge list, values in e, 6 entries: 1.288 1.015 0.088 -0.327 0.026 -0.034


No. 6
The following is a DFT calculation (ωB97M-V with the def2-TZVPD basis set) of C20H18N6O4STl as an isolated structure.

Output
- HOMO (spin up / spin down) (eV) = -10.89 / -10.84
- Kohn-Sham gap (spin up / spin down) (eV) = 5.2919 / 5.7528
- ΔE to the lowest compared entry with this formula, charge and spin (kcal per mole) = 0.0

Geometry as ORCA input:
```
! wB97M-V def2-TZVPD RIJCOSX def2/J DEFGRID3
* xyz 1 1
Tl 0.581 -0.341 1.363
O -6.543 -1.081 -1.096
C -6.224 0.045 -0.896
O -6.565 1.180 -0.832
C -4.478 0.010 -0.527
C -3.781 -1.142 -0.749
C -2.420 -1.154 -0.387
N -1.856 -0.089 0.160
C -2.533 1.031 0.334
C -3.901 1.121 0.015
C -1.840 2.220 0.872
C -2.261 3.511 0.559
C -1.575 4.585 1.105
C -0.518 4.339 1.966
C -0.160 3.021 2.205
N -0.793 1.991 1.666
C -1.599 -2.356 -0.626
C -2.007 -3.364 -1.502
C -1.193 -4.466 -1.700
C 0.000 -4.546 -1.000
C 0.328 -3.502 -0.150
N -0.437 -2.435 0.027
H -4.260 -2.012 -1.166
H -4.458 2.025 0.196
H -3.083 3.676 -0.120
H -1.865 5.596 0.865
H 0.023 5.149 2.426
H 0.660 2.778 2.866
H -2.940 -3.291 -2.032
H -1.483 -5.243 -2.391
H 0.651 -5.398 -1.104
H 1.251 -3.524 0.416
O 1.877 1.770 -0.135
N 1.017 1.798 -0.971
O 0.086 1.046 -1.087
C 4.906 -1.984 -2.820
N 4.680 -2.479 -1.493
C 5.447 -3.583 -0.946
C 4.970 -3.655 0.516
N 3.834 -2.747 0.518
C 3.754 -2.054 -0.634
S 2.622 -0.872 -0.982
H 4.623 -2.728 -3.567
H 5.960 -1.734 -2.951
H 4.313 -1.084 -2.969
H 6.518 -3.393 -1.041
H 5.220 -4.501 -1.497
H 5.741 -3.327 1.224
H 4.649 -4.663 0.789
H 3.401 -2.438 1.374
*
```

Löwdin atomic charge list, values in e, 6 entries: 0.836 0.199 -0.549 0.199 0.010 0.061


No. 7
The following is a DFT calculation (ωB97M-V with the def2-TZVPD basis set) of a 2-piece molecular cluster, C6H11N overall.

Output
- HOMO (eV) = -8.56
- Kohn-Sham gap (eV) = 9.5796
- SMILES string = CC=C=N.C=CC
- ΔE to the lowest compared entry with this formula, charge and spin (kcal per mole) = 48.3

Geometry as ORCA input:
```
! wB97M-V def2-TZVPD RIJCOSX def2/J DEFGRID3
* xyz 0 1
C 3.393 0.160 0.887
C 2.196 -0.572 1.438
C 1.004 -0.039 1.575
N -0.094 0.476 1.782
H 3.825 -0.372 0.033
H 3.125 1.168 0.557
H 4.177 0.255 1.647
H 2.312 -1.602 1.765
H -0.734 0.366 0.990
C -0.836 -0.437 -1.400
C -1.807 0.458 -1.219
C -3.255 0.125 -1.011
H -1.042 -1.505 -1.411
H 0.200 -0.138 -1.544
H -1.551 1.519 -1.218
H -3.627 0.549 -0.070
H -3.870 0.545 -1.815
H -3.415 -0.958 -0.986
*
```

Löwdin atomic charge list, values in e, 6 entries: -0.119 -0.174 -0.213 0.143 0.066 0.072


Number 1: largest force on an atom 0.1455 Eh/bohr. Number 2: largest force on an atom 0.1234 Eh/bohr. Number 3: largest force on an atom 0.0083 Eh/bohr. Number 4: largest force on an atom 0.1109 Eh/bohr. Number 5: largest force on an atom 0.1110 Eh/bohr. Number 6: largest force on an atom 0.0315 Eh/bohr. Number 7: largest force on an atom 0.0117 Eh/bohr.